No. 1
Below is a cluster of 2 separate species, C9H11NO in total at a distorted geometry, with properties calculated with the ωB97M-V functional and the def2-TZVPD basis.

The geometry in XYZ format:
```
22
Properties=species:S:1:pos:R:3:mulliken_charge:R:1
O 0.246 1.201 1.860 -0.28
N -2.343 1.778 -1.095 -0.47
C 0.516 1.043 0.596 -0.90
C -2.459 1.113 -0.034 -0.13
C 0.989 -2.647 -0.115 -0.40
C 0.763 -0.266 0.002 1.34
C 1.461 -1.292 -2.083 -0.51
C 1.129 -0.135 -1.370 -0.55
C -0.262 2.125 2.621 -0.60
C 0.723 -1.533 0.666 -0.61
C 1.365 -2.563 -1.464 -0.54
H 1.090 0.907 -1.879 0.20
H 1.718 -1.218 -3.037 0.57
H 0.015 3.100 2.433 0.36
H -2.992 0.128 -0.006 0.22
H 1.555 -3.567 -1.879 0.31
H 0.870 -3.538 0.404 0.42
H -2.851 1.577 -1.913 0.25
H 0.661 1.938 0.133 0.44
H 0.462 -1.414 1.707 0.40
H -0.638 1.918 3.611 0.28
H -2.018 1.347 0.843 0.20
```

Output
E_HOMO (alpha / beta) ... -0.2233 / -0.3429 Eh
E ... -479.31126 Ha
Orbital gap (alpha / beta) ... 7.06 / 8.68 eV
<S²> ... 2.0396
Spin multiplicity ... 3
LUMO level (alpha / beta) ... 0.99 / -0.65 eV

No. 2
Below is an isolated molecule of C9H11NO2 at a distorted geometry, with properties calculated with the ωB97M-V functional and the def2-TZVPD basis.

The geometry in XYZ format:
```
23
Properties=species:S:1:pos:R:3:mulliken_charge:R:1
O 1.958 1.771 0.592 -0.77
O 1.665 0.257 -1.747 -0.61
N 1.029 1.019 1.013 0.58
C 0.724 0.969 2.401 -0.63
C -0.707 -0.956 0.768 0.42
C -0.295 1.458 -1.827 -1.85
C -1.227 -1.618 -0.482 -0.63
C 0.261 0.244 0.260 -0.40
C 0.352 0.206 -1.226 1.69
C -0.072 -0.067 2.892 -0.28
C -0.171 -1.195 -1.547 -1.24
C -0.744 -1.122 2.101 -0.58
H 0.073 2.371 -1.543 0.45
H -1.367 -1.948 2.519 0.38
H -0.387 -1.179 -2.524 0.53
H 2.227 0.988 -1.515 0.38
H 0.655 -1.995 -1.528 0.29
H -0.353 1.428 -2.941 0.39
H -1.162 -2.665 -0.385 0.42
H 1.224 1.748 3.059 0.36
H -1.287 1.523 -1.684 0.52
H -0.259 -0.192 4.007 0.27
H -2.137 -1.047 -0.662 0.29
```

Output
E_HOMO (alpha / beta) ... -0.3163 / -0.3163 Eh
E ... -554.64087 Ha
Orbital gap (alpha / beta) ... 9.31 / 9.31 eV
LUMO level (alpha / beta) ... 0.70 / 0.70 eV
SMILES ... C[C@]1(O)CCc2ccc[n+]([O-])c21

No. 3
Below is an isolated molecule of C9H11NO2 at a distorted geometry, with properties calculated with the ωB97M-V functional and the def2-TZVPD basis.

The geometry in XYZ format:
```
23
Properties=species:S:1:pos:R:3:mulliken_charge:R:1
O 0.845 -1.244 -2.367 -0.62
O -1.135 -2.919 1.955 -0.55
N 0.987 3.535 -0.546 -0.68
C -0.508 0.409 0.630 0.60
C -0.248 -2.207 -0.275 -0.86
C 0.284 0.062 -0.436 0.67
C -1.118 -1.925 0.934 0.80
C 0.896 2.093 0.039 0.54
C 0.211 -1.193 -0.957 0.39
C 0.854 1.125 -1.155 -1.11
C -0.262 1.878 0.928 -0.91
C -1.368 -0.614 1.285 -1.30
H -1.068 2.661 0.767 0.30
H -1.547 -2.424 2.844 0.34
H 0.342 1.773 -2.083 0.22
H -0.227 2.030 2.131 0.23
H 2.058 3.660 -0.968 0.26
H 1.901 0.959 -1.429 0.37
H 0.563 4.418 0.063 0.22
H 0.839 -0.467 -3.015 0.35
H 1.817 1.848 0.843 0.10
H -1.591 -0.379 2.293 0.24
H -0.119 -3.282 -0.283 0.41
```

Output
E_HOMO ... -0.3109 Eh
E ... -554.58874 Ha
Orbital gap ... 9.04 eV
LUMO level ... 0.58 eV
SMILES ... N[C@H]1Cc2cc(O)cc(O)c2C1

No. 4
Below is an isolated molecule of C9H11NO5 at a distorted geometry, with properties calculated with the ωB97M-V functional and the def2-TZVPD basis.

The geometry in XYZ format:
```
26
Properties=species:S:1:pos:R:3:mulliken_charge:R:1
O 0.457 2.944 0.963 -0.49
O -3.450 0.699 1.124 -0.55
O 0.277 -2.732 1.646 -0.64
O -1.665 0.820 -0.261 -0.40
O 2.345 1.286 -1.215 -0.50
N 1.076 -0.654 1.483 -0.02
C 1.268 0.535 0.695 0.52
C 0.221 -1.639 1.178 -0.21
C -2.571 0.170 0.528 0.38
C -0.372 -0.087 -2.074 -1.81
C -0.815 -1.349 0.050 0.52
C -2.185 -1.319 0.701 -0.66
C 1.169 1.849 1.517 -0.92
C -0.712 -0.080 -0.680 0.78
C 1.826 0.439 -0.593 -0.12
H -1.244 0.106 -2.682 0.47
H 0.987 3.534 0.402 0.35
H -2.978 -1.910 0.235 0.31
H -0.630 -2.183 -0.576 0.50
H 1.651 -0.839 2.289 0.27
H 0.213 0.770 -2.473 0.35
H 2.138 2.019 1.896 0.45
H -2.204 -1.367 1.783 0.27
H 0.723 1.638 2.520 0.38
H 0.078 -1.106 -2.329 0.34
H 1.831 -0.616 -0.970 0.43
```

Output
E_HOMO (alpha / beta) ... -0.2597 / -0.3746 Eh
E ... -780.35076 Ha
Orbital gap (alpha / beta) ... 7.52 / 7.86 eV
<S²> ... 2.0135
Spin multiplicity ... 3
LUMO level (alpha / beta) ... 0.45 / -2.34 eV

No. 5
Below is a cluster of 2 separate species, C9H11O2 in total at a distorted geometry, with properties calculated with the ωB97M-V functional and the def2-TZVPD basis.

The geometry in XYZ format:
```
22
Properties=species:S:1:pos:R:3:mulliken_charge:R:1
O -2.872 1.780 3.806 -0.73
O -2.988 1.865 1.551 -0.72
C 0.127 0.252 -0.699 -0.52
C -1.023 -0.513 -0.763 -0.44
C 1.313 -1.463 -1.874 -0.55
C -1.034 -1.755 -1.379 -0.58
C -2.416 1.668 2.656 0.53
C 2.586 0.537 -0.972 -1.36
C -0.937 1.206 2.512 -0.51
C 1.316 -0.222 -1.245 0.89
C 0.180 -2.254 -1.871 -0.29
H 0.111 1.166 -0.119 0.39
H 3.468 -0.086 -0.823 0.34
H 2.859 1.087 -1.891 0.28
H 0.233 -3.292 -2.176 0.34
H 2.491 1.207 -0.117 0.35
H -0.460 1.199 3.501 0.30
H -0.978 0.187 2.134 0.10
H -1.929 -0.213 -0.239 0.42
H -1.873 -2.388 -1.627 0.38
H -0.447 1.889 1.825 0.06
H 2.273 -1.858 -2.191 0.31
```

Output
Total charge ... -1
E_HOMO ... -0.1448 Eh
E ... -500.07430 Ha
Orbital gap ... 7.03 eV
LUMO level ... 3.09 eV

No. 6
Below is a cluster of 2 separate species, C9H11O2 in total at a distorted geometry, with properties calculated with the ωB97M-V functional and the def2-TZVPD basis.

The geometry in XYZ format:
```
22
Properties=species:S:1:pos:R:3:mulliken_charge:R:1
O 0.429 -2.149 -1.222 -0.52
O -1.430 -3.383 -1.101 -0.27
C -0.256 -3.070 -0.736 0.79
C -0.883 1.294 1.590 -0.41
C -1.187 2.676 1.592 -0.47
C 0.040 0.817 0.630 0.05
C -0.482 3.477 0.701 -0.22
C 0.681 1.659 -0.257 0.71
C 1.723 1.045 -1.103 -1.06
C 0.525 3.014 -0.094 -0.71
C 0.395 -3.870 0.336 -0.92
H -1.885 3.051 2.280 0.43
H -1.593 0.632 2.224 0.23
H 2.734 0.725 -0.596 0.24
H 1.449 -3.802 0.033 0.29
H 1.613 -0.048 -1.643 0.20
H 0.994 3.668 -0.758 0.41
H -0.797 4.585 0.706 0.23
H 1.751 1.704 -1.988 0.34
H 0.454 -3.492 1.391 0.26
H 0.185 -0.301 0.533 0.06
H -0.235 -4.709 0.445 0.36
```

Output
E_HOMO (alpha / beta) ... -0.3244 / -0.3244 Eh
E ... -499.88495 Ha
Orbital gap (alpha / beta) ... 9.51 / 5.21 eV
<S²> ... 0.7550
Spin multiplicity ... 2
LUMO level (alpha / beta) ... 0.69 / -3.62 eV

No. 7
Below is an isolated molecule of C9H11OP at a distorted geometry, with properties calculated with the ωB97M-V functional and the def2-TZVPD basis.

The geometry in XYZ format:
```
22
Properties=species:S:1:pos:R:3:mulliken_charge:R:1
P -1.335 0.080 -0.666 0.80
O -1.673 -0.928 -1.640 -0.70
C 1.452 -0.482 -1.668 -0.64
C 2.865 0.102 0.713 -0.43
C 1.453 0.316 0.771 -0.47
C -2.040 -0.240 0.958 -0.31
C 0.823 0.128 -0.469 0.56
C 2.766 -0.877 -1.445 -0.30
C -1.990 1.798 -1.036 -1.07
C -2.866 -1.215 1.015 -0.65
C 3.455 -0.594 -0.300 -0.47
H 0.965 0.697 1.636 0.38
H 4.533 -0.720 -0.383 0.31
H -1.529 2.177 -1.963 0.30
H -1.723 2.326 -0.153 0.37
H -3.158 -1.996 0.301 0.27
H -1.920 0.357 1.797 0.39
H -3.414 -1.423 1.948 0.23
H -3.063 1.906 -1.090 0.37
H 3.411 0.456 1.555 0.37
H 0.990 -0.468 -2.637 0.37
H 3.370 -1.183 -2.241 0.34
```

Output
E_HOMO ... -0.3397 Eh
E ... -766.07758 Ha
Orbital gap ... 10.08 eV
LUMO level ... 0.84 eV
SMILES ... C=C[P@](C)(=O)c1ccccc1

No. 8
Below is a structure of composition C9H12B2ClCrF10NO17S2 at a distorted geometry, with properties calculated with the ωB97M-V functional and the def2-TZVPD basis.

The geometry in XYZ format:
```
55
Properties=species:S:1:pos:R:3:mulliken_charge:R:1
Cr 23.575 6.314 11.840 1.68
Cl 25.941 8.743 10.497 1.94
S 20.401 5.810 11.106 0.80
S 20.863 8.075 11.122 0.83
F 26.194 6.140 14.726 -0.34
F 23.852 5.338 15.095 -0.27
F 27.395 5.874 12.795 -0.37
F 22.215 8.844 11.312 -0.26
F 21.215 4.420 10.847 -0.27
F 25.296 5.748 12.734 1.32
F 23.062 4.704 13.116 -0.14
F 22.187 3.867 15.054 -0.44
F 24.206 3.369 14.436 -0.28
F 26.396 4.229 13.749 -0.36
O 20.470 8.550 9.814 -0.61
O 24.061 2.507 10.051 -0.30
O 21.806 8.443 14.913 -0.18
O 25.145 9.716 9.760 -0.72
O 23.773 8.301 15.845 -0.24
O 23.850 7.301 6.901 -0.32
O 26.664 7.908 9.623 -0.69
O 19.698 5.428 12.314 -0.62
O 20.144 8.692 12.223 -0.62
O 25.073 7.861 11.264 -0.84
O 25.018 3.655 8.568 -0.29
O 26.746 9.358 11.462 -0.68
O 23.475 7.456 13.756 -0.11
O 19.640 5.923 9.865 -0.60
O 23.497 6.777 9.082 -0.27
O 24.487 4.558 10.699 -0.62
O 22.820 5.417 7.335 -0.23
N 21.784 6.609 11.378 0.26
C 21.543 8.874 16.234 -0.38
C 22.988 9.136 16.645 -0.48
C 24.618 2.523 7.806 -0.07
C 23.379 6.520 7.855 0.14
C 24.569 3.667 9.853 0.28
C 23.456 6.832 5.629 -0.38
C 22.857 5.529 5.966 -0.38
C 23.127 8.013 14.814 0.29
C 24.075 1.678 8.917 -0.48
B 23.322 4.289 14.423 0.21
B 26.337 5.529 13.528 0.00
H 21.839 5.467 5.581 0.27
H 20.854 9.718 16.201 0.25
H 23.805 2.805 7.137 0.05
H 23.097 8.716 17.645 0.28
H 22.630 7.396 5.197 0.28
H 23.121 1.199 8.693 0.30
H 25.391 2.040 7.208 0.31
H 23.308 10.178 16.637 0.31
H 24.113 6.766 4.762 0.33
H 21.087 8.067 16.808 0.27
H 24.826 0.913 9.110 0.25
H 23.447 4.636 5.762 0.20
```

Output
Total charge ... -2
E_HOMO (alpha / beta) ... -0.1010 / -0.1444 Eh
E ... -5033.53547 Ha
Orbital gap (alpha / beta) ... 6.33 / 7.51 eV
<S²> ... 6.0051
Spin multiplicity ... 5
LUMO level (alpha / beta) ... 3.58 / 3.58 eV

No. 9
Below is a structure of composition C9H12B4CaF16O9 at a distorted geometry, with properties calculated with the ωB97M-V functional and the def2-TZVPD basis.

The geometry in XYZ format:
```
51
Properties=species:S:1:pos:R:3:mulliken_charge:R:1
Ca -1.708 -0.287 -0.517 2.48
F -2.531 -0.623 3.335 -0.41
F -2.903 1.911 -0.638 -0.36
F -3.929 -1.625 2.048 -0.38
F -3.828 -3.241 -2.790 -0.34
F -1.778 -1.324 -4.684 -0.43
F -2.646 0.844 -4.663 -0.39
F -5.137 1.892 -0.503 -0.40
F -2.745 0.100 1.279 -0.27
F -1.815 -1.840 1.426 -0.30
F -1.668 -3.227 -2.809 -0.46
F -3.741 -0.713 -3.655 -0.42
F -3.855 0.113 -1.155 -0.29
F -1.888 -0.058 -2.822 0.09
F -2.738 -4.355 -1.124 -0.41
F -2.789 -2.150 -1.168 0.02
F -4.046 1.941 -2.417 -0.33
O 1.602 -2.168 0.534 -0.19
O -0.075 0.126 1.257 0.17
O 0.621 3.309 -0.370 -0.22
O 1.023 1.594 2.739 -0.32
O 2.453 -2.043 -1.454 -0.35
O 0.014 1.548 -1.552 -0.24
O 2.223 2.119 -1.211 -0.32
O 0.273 -1.436 -1.182 -0.35
O 1.258 -0.576 3.014 -0.24
C 1.373 -1.831 -0.757 0.37
C 3.524 -2.290 -0.617 -0.33
C 0.684 0.363 2.242 0.02
C 2.883 -2.682 0.669 -0.29
C 1.749 4.198 -0.357 -0.47
C 2.897 3.094 -0.453 -0.32
C 1.831 1.448 3.877 -0.41
C 2.226 -0.031 3.869 -0.40
C 0.875 2.230 -1.056 0.52
B -2.472 -0.322 -3.981 0.08
B -4.048 1.472 -1.208 0.41
B -2.787 -3.248 -1.959 0.03
B -2.722 -1.034 2.049 0.14
H 4.134 -1.399 -0.464 0.27
H 2.724 2.072 3.862 0.30
H 1.197 1.578 4.754 0.30
H 1.669 4.899 -1.188 0.31
H 3.675 3.533 -1.077 0.34
H 4.107 -3.131 -0.991 0.30
H 3.352 -2.211 1.533 0.10
H 3.264 -0.062 3.538 0.25
H 2.199 -0.425 4.885 0.32
H 2.804 -3.745 0.895 0.27
H 1.961 4.867 0.477 0.35
H 3.254 2.826 0.541 0.21
```

Output
Total charge ... -2
E_HOMO ... -0.1320 Eh
E ... -3403.28188 Ha
Orbital gap ... 6.40 eV
LUMO level ... 2.81 eV

No. 10
Below is a structure of composition C9H12BN5S2SbSe5Ti, with properties calculated with the ωB97M-V functional and the def2-TZVPD basis.

The geometry in XYZ format:
```
36
Properties=species:S:1:pos:R:3:mulliken_charge:R:1
Sb -2.174 -2.466 3.522 0.76
Se -0.661 -0.412 3.807 -0.56
Se -5.366 1.531 1.270 -0.17
Se -4.411 -2.003 4.170 -0.59
Se -0.883 -4.390 4.131 -0.61
Se -1.964 -2.347 0.927 -0.41
Ti -1.044 -0.241 1.432 0.87
S -1.117 0.013 -1.156 -0.37
S 1.365 0.272 1.227 -0.45
N -0.775 2.720 -1.287 0.25
N 1.819 -2.247 0.313 0.29
N -2.500 1.050 1.584 -0.25
N 1.994 -0.761 -1.269 0.17
N 1.043 1.621 -1.744 0.13
C 2.146 -2.924 -0.841 -0.39
C 2.247 -2.000 -1.820 -0.61
C 0.201 3.660 -1.567 -0.47
C -2.172 3.024 -1.006 -0.47
C 1.328 2.970 -1.835 -0.65
C -3.667 1.215 1.483 0.11
C -0.252 1.478 -1.435 -0.16
C 1.769 -0.924 0.042 -0.11
C 1.609 -2.857 1.621 -0.40
B 2.125 0.551 -2.109 0.68
H 2.324 3.314 -2.066 0.45
H 2.001 0.228 -3.270 -0.20
H 0.615 -2.658 1.995 -0.08
H -2.591 2.254 -0.378 -0.10
H 1.721 -3.931 1.516 0.28
H -2.740 3.070 -1.934 0.29
H 3.200 1.068 -1.900 -0.20
H -2.227 3.981 -0.494 0.32
H 2.336 -2.471 2.329 0.32
H 2.453 -2.110 -2.874 0.46
H 2.245 -3.997 -0.859 0.43
H 0.004 4.719 -1.524 0.44
```

Output
Total charge ... -1
E_HOMO ... -0.1827 Eh
E ... -14542.38011 Ha
Orbital gap ... 6.51 eV
LUMO level ... 1.54 eV

No. 11
Below is the ion C9H12BrN2O2 with charge +1 at a distorted geometry, with properties calculated with the ωB97M-V functional and the def2-TZVPD basis.

The geometry in XYZ format:
```
26
Properties=species:S:1:pos:R:3:mulliken_charge:R:1
Br 4.184 -0.846 0.083 -0.09
O -0.440 3.403 0.492 -0.55
O 1.175 3.271 -0.946 -0.56
N -0.021 -1.118 -0.124 0.34
N 0.415 2.789 -0.115 0.93
C -1.798 0.567 0.004 -1.00
C 2.341 -0.273 0.238 -0.46
C -0.375 0.381 -0.002 0.31
C -2.306 1.425 0.885 -0.82
C 2.028 1.000 -0.079 -0.47
C -1.123 -1.944 0.520 -0.92
C 1.227 -1.185 0.693 -0.19
C 0.644 1.340 0.042 0.46
C 0.047 -1.202 -1.657 -0.79
H -1.455 -1.495 1.360 0.50
H -3.394 1.707 0.994 0.29
H -0.621 -2.966 0.798 0.32
H -1.747 2.064 1.614 0.29
H -0.858 -1.259 -2.202 0.40
H -1.798 -2.051 -0.291 0.34
H -2.580 0.117 -0.492 0.48
H 0.563 -0.308 -2.106 0.34
H 1.015 -0.979 1.813 0.29
H 2.605 1.858 -0.365 0.63
H 1.433 -2.311 0.678 0.50
H 0.840 -1.986 -1.837 0.40
```

Output
Total charge ... +1
E_HOMO ... -0.4691 Eh
E ... -3183.64807 Ha
Orbital gap ... 8.08 eV
LUMO level ... -4.69 eV
SMILES ... C=CC1=C([N+](=O)[O-])C=C(Br)C[N+]1(C)C

No. 12
Below is an isolated molecule of C9H12BrN3 at a distorted geometry, with properties calculated with the ωB97M-V functional and the def2-TZVPD basis.

The geometry in XYZ format:
```
25
Properties=species:S:1:pos:R:3:mulliken_charge:R:1
Br -0.946 1.354 -3.611 -0.16
N -0.005 0.939 -0.916 0.72
N 0.753 1.970 -1.188 -0.72
N -0.026 -1.774 -1.131 -0.50
C -0.475 0.242 -2.159 -0.10
C -0.286 0.721 1.511 -0.37
C 1.596 2.597 -0.488 -0.53
C -0.627 2.139 1.771 -1.12
C -0.558 -1.093 -2.142 0.63
C -0.079 0.144 0.276 0.39
C -1.165 -1.947 -3.243 -1.33
C 0.927 -2.197 0.908 -1.24
C 0.186 -1.276 0.005 0.73
H -0.118 0.070 2.453 0.13
H 1.911 -1.723 1.009 0.29
H 1.744 2.512 0.537 0.34
H 2.273 3.365 -0.845 0.22
H -0.463 -2.736 -3.380 0.34
H -0.208 2.748 2.606 0.32
H -0.282 2.903 1.016 0.34
H 0.454 -2.078 1.901 0.29
H -2.100 -2.534 -2.813 0.25
H 0.889 -3.087 0.374 0.45
H -1.746 2.093 1.952 0.27
H -1.569 -1.367 -4.103 0.37
```

Output
E_HOMO ... -0.2877 Eh
E ... -3088.27742 Ha
Orbital gap ... 8.13 eV
LUMO level ... 0.31 eV
SMILES ... C=NN1C(Br)=C(C)N=C(C)/C1=C/C